# 1
Molecular formula: C4H10NPS
Method: DFT, the ωB97M-V functional and the def2-TZVPD basis

```
17
Properties=species:S:1:pos:R:3:forces:R:3
C 0.4677 1.1275 0.8982 -1.4 2.0 1.0
C 1.1833 0.1377 0.5518 1.9 -3.5 -1.9
C 0.9531 -1.3023 0.9590 -1.0 -0.2 0.5
C 2.0644 0.4647 -0.6127 2.1 -2.8 -1.0
N -2.4849 0.0487 -2.4522 -0.3 0.5 -1.0
P -3.5301 0.2817 0.4318 0.6 -0.2 -1.5
S -2.3043 -0.5431 -1.0546 -1.1 0.7 1.8
H -0.3348 0.9277 1.5248 -1.5 0.4 1.4
H 0.6502 2.0779 0.4548 -0.3 0.7 0.0
H 1.8628 -1.9006 0.8618 -0.4 -0.1 -0.6
H 0.0224 -1.6960 0.4313 1.6 0.1 0.2
H 0.7017 -1.4413 2.0222 0.0 0.5 -0.2
H 3.0118 -0.1460 -0.8579 -1.3 0.4 1.1
H 2.4184 1.4208 -0.3812 0.5 1.7 -0.6
H 1.5323 0.3255 -1.5560 -0.3 0.7 0.1
H -3.2004 0.7793 -2.6384 0.5 -0.6 0.6
H -3.0136 -0.5623 1.4175 0.4 -0.4 0.1
```
Forces are in eV/Å.

## Properties
Net charge = 0
Energy above the lowest of the compared OMol25 structures with the same formula, charge and spin = 72.36 kcal/mol
E_HOMO (spin up / spin down) = -8.62 / -8.61 eV
Lowest unoccupied orbital energy (spin up / spin down) = -1.19 / -0.93 eV
Kohn-Sham gap (spin up / spin down) = 7.4 / 7.7 eV

---

# 2
Molecular formula: C36H45BBr2IN3O6
Method: DFT, the ωB97M-V functional and the def2-TZVPD basis

```
94
Properties=species:S:1:pos:R:3:forces:R:3
C -2.8504 -3.5130 2.4294 -0.2 -0.1 -0.1
C -2.2818 -2.2294 1.8808 0.5 -0.1 0.1
O -1.1037 -2.0019 1.8743 -0.2 0.2 0.0
O -3.1627 -1.2875 1.4459 0.1 -0.2 -0.3
C -4.1190 -1.7379 0.4634 -0.6 0.2 0.4
C -4.8501 -0.5209 -0.0789 0.2 -0.1 0.0
C -3.9485 0.3541 -0.9649 0.0 0.2 0.7
C -3.0504 1.2691 -0.0939 -0.5 -0.2 -1.0
C -2.4687 2.4517 -0.8896 -0.3 -0.1 0.5
C -1.1754 3.0807 -0.3025 0.4 -0.1 -0.4
C -0.3000 2.1148 0.4742 -0.4 0.3 0.0
C 0.7860 1.4346 -0.1065 0.1 -0.1 0.2
C 1.2738 1.7732 -1.4991 -0.4 0.3 -0.3
C 0.3704 1.4469 -2.7189 0.4 -0.1 0.5
C -0.4020 0.1305 -2.6821 -0.3 0.1 -0.7
N 0.3164 -1.0002 -3.2881 -0.3 0.0 0.6
C 0.9844 -1.9135 -2.3525 0.2 -0.2 -0.6
C 0.7413 -3.3595 -2.7257 0.0 0.3 0.1
C 1.7546 -4.2179 -3.1234 -0.3 0.0 0.1
C 1.4590 -5.5361 -3.4507 0.3 -0.2 -0.1
C 0.1591 -6.0009 -3.3920 -0.4 0.1 0.1
C -0.8692 -5.1434 -3.0110 0.1 0.1 0.1
C -0.5687 -3.8347 -2.6843 0.0 0.1 -0.1
O -1.5808 -2.9692 -2.2958 -0.2 -0.3 -0.1
C 1.4957 0.4940 0.6577 0.2 -0.2 0.0
B 2.7979 -0.2197 0.0851 0.0 0.2 -0.2
N 2.9461 -1.6773 -0.0215 0.2 0.2 0.2
O 3.8305 0.6230 -0.3694 -0.3 0.0 0.4
C 1.1401 0.2139 1.9875 -0.1 -0.3 0.0
C 1.9372 -0.7930 2.7791 0.3 0.0 0.4
C 3.3363 -0.2625 3.2094 -0.5 0.4 -0.2
N 3.3667 1.1327 3.6627 0.2 -0.3 -0.1
C 0.1098 0.9400 2.5765 0.1 0.1 -0.2
C -0.5854 1.9039 1.8277 0.0 -0.2 0.1
C -1.6196 2.6999 2.5658 0.1 0.1 0.2
O -2.6320 3.1635 2.0910 0.1 0.1 0.0
C -1.3014 2.9752 4.0081 0.0 0.1 -0.2
C -1.6954 4.1734 4.5813 0.0 -0.2 0.2
C -1.3663 4.4102 5.9065 -0.1 0.2 0.0
C -0.6563 3.4752 6.6430 0.0 -0.1 0.1
C -0.2804 2.2677 6.0680 -0.1 -0.1 0.0
I 0.8063 0.9109 7.2420 -0.1 0.1 -0.1
C -0.6086 2.0172 4.7411 0.1 -0.1 -0.2
C -0.2969 0.7461 4.0031 -0.1 0.1 0.1
O -0.4122 -0.3245 4.5494 0.0 -0.1 0.0
H -3.3284 -4.1036 1.6468 -0.1 0.1 0.0
H -3.5934 -3.2958 3.1980 0.0 0.0 -0.1
H -2.0459 -4.1050 2.8532 0.1 0.1 0.0
H -3.6031 -2.2602 -0.3437 0.1 -0.1 0.0
H -4.8349 -2.4105 0.9470 0.1 -0.1 -0.1
H -5.2211 0.0501 0.7774 0.0 0.1 0.0
H -5.7393 -0.8635 -0.6146 0.1 -0.1 -0.1
H -4.5636 0.9557 -1.6381 0.0 0.0 -0.1
H -3.3144 -0.3162 -1.5456 0.0 0.1 -0.4
H -2.2628 0.6376 0.3069 0.0 0.1 0.3
H -3.6918 1.6383 0.7009 0.3 0.0 0.3
H -3.2239 3.2423 -0.9051 0.0 0.0 -0.1
H -2.3483 2.1402 -1.9266 0.3 0.0 -0.1
H -1.4517 3.9067 0.3450 0.0 0.0 0.1
H -0.5846 3.5289 -1.1056 -0.1 -0.1 0.0
H 1.4133 2.8581 -1.5169 0.2 0.0 0.0
H 2.2635 1.3591 -1.6752 -0.1 -0.1 0.1
H 1.0406 1.3848 -3.5778 -0.1 0.2 -0.1
H -0.2696 2.3062 -2.9085 -0.3 -0.1 0.0
H -1.3138 0.2805 -3.2732 -0.1 0.0 0.1
H -0.7320 -0.1471 -1.6805 0.1 0.0 0.1
H 0.9701 -0.6566 -3.9770 0.0 -0.1 -0.1
H 0.6216 -1.7587 -1.3364 0.0 0.1 0.0
H 2.0675 -1.7415 -2.3680 -0.1 0.0 0.1
H 2.7687 -3.8395 -3.1707 0.1 -0.1 0.0
H 2.2452 -6.2114 -3.7662 0.0 0.1 0.0
H -0.0880 -7.0219 -3.6516 0.1 0.0 0.0
H -1.9013 -5.4664 -2.9653 0.0 0.0 0.0
H -1.7597 -2.3893 -3.0480 0.2 0.2 0.1
H 3.5418 -2.0556 0.7086 -0.2 -0.2 0.1
H 3.3903 -1.9146 -0.9040 0.2 0.0 0.2
H 4.5783 0.5841 0.2378 0.3 -0.2 -0.4
H 2.0286 -1.7168 2.2094 0.0 0.0 -0.1
H 1.4135 -1.0722 3.6870 -0.1 0.1 -0.1
H 4.0355 -0.3356 2.3714 0.2 -0.1 0.2
H 3.6971 -0.8767 4.0336 0.2 -0.2 -0.2
H 3.3504 1.7606 2.8698 -0.2 0.1 0.0
H 2.5654 1.3343 4.2487 0.0 0.1 0.0
H -2.2471 4.8962 3.9968 0.0 0.0 0.0
H -1.6659 5.3389 6.3755 0.0 0.0 0.0
H -0.4000 3.6791 7.6737 0.0 0.0 0.0
Br 2.7779 0.2239 -6.1097 0.0 0.0 0.0
C 4.1765 1.5779 -6.0779 0.0 -0.2 0.0
C 4.3330 2.1905 -4.7124 0.0 0.1 0.1
Br 2.8934 3.4323 -4.3062 0.1 0.1 -0.1
H 3.9162 2.3112 -6.8340 0.0 0.0 0.0
H 5.0882 1.0610 -6.3688 0.0 0.0 0.0
H 5.2484 2.7753 -4.6591 0.0 0.0 0.0
H 4.3339 1.4454 -3.9223 0.0 0.0 0.0
```
Forces are in eV/Å.

## Properties
Net charge = 0
SMILES string = CC(=O)OCCCCCCc1c(CCCNCc2ccccc2O)c(B(N)O)c(CCN)c2c1C(=O)c1cccc(I)c1C2=O.BrCCBr
E_HOMO = -8.48 eV
Lowest unoccupied orbital energy = -0.44 eV
Kohn-Sham gap = 8.0 eV

---

# 3
Molecular formula: C4H2CsMgO2
Method: DFT, the ωB97M-V functional and the def2-TZVPD basis

```
10
Properties=species:S:1:pos:R:3:forces:R:3
C -1.2565 -1.1290 0.1466 1.5 1.7 -1.7
C -0.0674 -1.5887 0.3239 -0.2 -1.5 1.8
O -2.0070 -0.3057 -0.3197 -1.2 -0.5 0.7
Cs -2.1877 2.6416 -2.0614 0.5 -0.7 0.5
H 0.2643 -2.6248 0.3250 -0.3 0.2 -0.2
C 0.7841 0.9278 -0.8277 0.8 2.3 0.3
C 1.2086 1.2752 0.3350 -1.5 -3.8 -1.1
O 1.2970 0.7757 1.4938 0.7 1.9 0.6
Mg 0.8803 -0.9131 2.4519 -0.4 0.4 -1.3
H 1.0841 0.9410 -1.8674 0.0 0.1 0.3
```
Forces are in eV/Å.

## Properties
Net charge = 0
<S²> = 0.752
E_HOMO (spin up / spin down) = -5.12 / -6.70 eV
Lowest unoccupied orbital energy (spin up / spin down) = -1.02 / -1.02 eV
Kohn-Sham gap (spin up / spin down) = 4.1 / 5.7 eV
2S+1 = 2

---

# 4
Molecular formula: C41H42ClHfN7O2PS3
Method: DFT, the ωB97M-V functional and the def2-TZVPD basis

```
98
Properties=species:S:1:pos:R:3:forces:R:3
Hf -0.2666 -0.0028 -0.0691 0.5 -0.9 0.3
C -2.0032 4.1321 2.3349 0.4 -0.1 0.1
S -0.7752 3.3573 3.4240 -0.1 0.2 -0.1
C 0.2309 2.5266 2.2792 0.7 0.0 -0.4
S 1.2549 1.3026 2.8260 0.4 0.2 0.2
N 0.1878 2.9151 1.0315 -0.9 1.5 0.2
N 0.6419 2.1401 0.0609 0.6 -0.4 -1.0
C 1.2493 2.7216 -0.9352 -0.5 0.0 1.2
C 1.6407 1.9903 -2.1015 0.3 -0.5 -0.8
C 2.3446 2.6537 -3.1222 -0.2 -0.2 0.4
C 2.6632 1.9837 -4.2828 -0.2 -0.4 0.1
C 2.2438 0.6622 -4.4077 0.1 0.2 0.1
C 1.5792 0.0729 -3.3460 -0.1 -0.2 0.0
N 1.3021 0.6821 -2.1927 -0.1 0.6 0.3
H -2.7179 4.6193 2.9895 -0.1 0.1 0.1
H -2.4918 3.3667 1.7384 0.0 0.0 0.0
H -1.5170 4.8643 1.7002 0.0 0.1 -0.1
H 1.4571 3.7869 -0.8830 0.0 -0.1 0.1
H 2.6269 3.6858 -2.9873 0.0 0.1 0.1
H 3.2011 2.4730 -5.0813 0.0 0.0 0.0
H 2.4342 0.1016 -5.3077 0.0 -0.1 -0.1
H 1.2226 -0.9451 -3.4390 0.0 -0.1 0.0
N -3.3725 -3.5848 0.7472 0.3 -0.1 0.2
C -4.7263 -3.2318 0.6180 -0.6 0.1 -0.1
C -5.6750 -4.2259 0.4503 0.0 0.1 0.0
C -7.0126 -3.8879 0.3030 0.1 0.0 0.0
C -7.3909 -2.5587 0.2938 -0.1 0.1 0.0
C -6.4387 -1.5567 0.4373 0.1 -0.2 0.1
C -5.1122 -1.8962 0.6213 0.7 0.0 0.0
S -3.8424 -0.6646 0.8865 -0.8 -0.3 0.7
N -2.4771 -1.4581 0.3019 0.7 -0.5 -0.3
C -2.3725 -2.7426 0.3497 -0.5 0.9 0.1
C -1.0929 -3.3179 -0.0771 0.4 -0.5 -0.1
C -0.7405 -4.6391 0.2025 -0.1 0.5 -0.3
C 0.4425 -5.1472 -0.2959 0.1 0.3 -0.2
C 1.2363 -4.3187 -1.0756 -0.1 0.0 0.1
C 0.8490 -2.9993 -1.2338 0.2 -0.1 -0.3
N -0.2750 -2.4860 -0.7458 0.0 0.4 0.3
H -3.2106 -4.5805 0.7154 0.1 0.2 -0.1
H -5.3698 -5.2627 0.4626 0.0 -0.1 0.0
H -7.7491 -4.6707 0.2083 -0.1 0.0 0.0
H -8.4279 -2.2857 0.1802 -0.1 0.0 0.0
H -6.7305 -0.5190 0.4415 0.0 0.1 0.0
H -1.3565 -5.2494 0.8381 -0.1 -0.1 0.1
H 0.7362 -6.1647 -0.0898 0.0 -0.1 0.0
H 2.1498 -4.6689 -1.5316 0.1 0.0 0.0
H 1.4615 -2.3045 -1.7879 0.1 -0.1 0.0
O -1.4996 0.7776 1.6450 0.2 0.0 -1.0
C -1.0377 -0.0993 2.4175 0.1 -0.9 0.6
N -0.3204 -1.1136 1.8764 -0.4 0.3 -0.3
C -0.1652 -2.1125 2.8214 0.2 -0.5 -0.4
O 0.2563 -3.2239 2.5683 0.0 0.1 0.3
C -0.6549 -1.5803 4.1144 -0.3 0.7 0.2
C -0.5583 -2.0767 5.3941 -0.1 0.0 -0.2
C -1.0859 -1.3027 6.4252 0.0 0.0 0.0
C -1.7195 -0.0983 6.1624 0.0 0.1 0.0
C -1.8180 0.4085 4.8679 0.0 -0.1 -0.2
C -1.2454 -0.3328 3.8529 -0.1 -0.4 0.7
H -0.0852 -3.0261 5.5887 0.1 -0.1 0.0
H -0.9972 -1.6430 7.4467 0.0 0.0 0.0
H -2.1251 0.4703 6.9874 0.0 0.0 0.0
H -2.2936 1.3583 4.6756 0.0 0.0 0.0
Cl -3.9694 2.5202 -0.9309 -0.1 0.2 0.1
C -4.0587 0.9769 -1.7135 0.2 -0.3 -0.3
C -5.3066 0.4686 -2.0321 0.0 0.0 -0.2
C -5.4108 -0.7823 -2.6164 0.0 0.1 0.0
C -4.2644 -1.5234 -2.8564 0.0 0.0 -0.1
C -3.0240 -0.9975 -2.5547 -0.1 0.2 0.0
C -2.8812 0.2687 -1.9790 -0.4 0.2 -0.4
C -1.5261 0.8258 -1.7451 -0.5 -0.1 -0.1
H -6.1930 1.0527 -1.8343 0.0 0.1 0.0
H -6.3811 -1.1705 -2.8850 -0.1 -0.1 0.0
H -4.3377 -2.5001 -3.3094 0.0 -0.1 -0.1
H -2.1288 -1.5691 -2.7719 0.0 0.0 0.0
H -0.9780 0.6811 -2.6848 0.0 0.0 0.2
H -1.6168 1.9105 -1.5990 0.3 -0.1 0.1
C 4.1290 -1.7482 -2.0368 0.0 0.0 0.1
C 3.9050 -1.9762 -0.5503 -0.5 0.2 -0.2
P 2.6947 -0.8423 0.3173 1.1 0.3 0.8
C 3.6765 0.7439 0.2948 -0.3 -0.1 -0.1
C 5.0545 0.7796 0.9412 -0.2 -0.1 -0.1
C 2.9392 -1.5430 2.0297 -0.3 0.0 -0.1
C 4.2564 -2.2046 2.4325 -0.1 0.1 -0.1
H 4.9871 -2.3302 -2.3671 0.1 0.0 -0.1
H 4.3313 -0.7005 -2.2437 0.0 0.1 -0.1
H 3.2776 -2.0569 -2.6357 -0.1 0.0 -0.2
H 4.8572 -1.8478 -0.0342 -0.1 0.0 0.1
H 3.5700 -2.9991 -0.3624 0.1 0.0 0.0
H 3.0510 1.4868 0.7946 0.0 -0.1 -0.1
H 3.7545 1.0326 -0.7584 0.0 0.0 0.0
H 4.9674 0.6493 2.0152 0.1 0.0 0.1
H 5.4974 1.7581 0.7626 0.1 0.0 0.0
H 5.7308 0.0310 0.5348 0.1 -0.1 0.0
H 2.1564 -2.2962 2.1356 0.0 0.2 0.0
H 2.7111 -0.7359 2.7295 -0.1 -0.1 -0.1
H 4.4291 -3.1303 1.8896 0.1 -0.1 0.0
H 4.1908 -2.4546 3.4906 0.0 0.0 0.0
H 5.1162 -1.5570 2.3006 0.1 0.0 0.0
```
Forces are in eV/Å.

## Properties
Net charge = +1
Energy above the lowest of the compared OMol25 structures with the same formula, charge and spin = 55.16 kcal/mol
E_HOMO = -9.83 eV
Lowest unoccupied orbital energy = -3.47 eV
Kohn-Sham gap = 6.4 eV

---

In order of appearance, E_tot = -952.57172; -7485.15867; -524.15300; -4165.38405 Eh.